# C55H63AlN3O2S2Se

A structure of composition C55H63AlN3O2S2Se (ωB97M-V/def2-TZVPD, the OMol25 dataset).

Atoms and positions in Å:
Al: -0.82 0.24 0.43
C: 6.11 0.87 3.17
C: 5.39 -0.42 3.57
C: 5.48 -0.56 5.09
C: 6.11 -1.59 2.90
C: 3.93 -0.41 3.12
C: 3.39 0.59 2.33
C: 2.09 0.48 1.86
Se: 1.33 1.86 0.77
C: 1.96 1.17 -0.91
C: 3.24 1.50 -1.33
C: 3.73 1.03 -2.54
C: 2.83 0.32 -3.33
C: 1.53 0.00 -2.97
C: 1.08 0.37 -1.68
O: -0.09 -0.03 -1.16
C: 0.70 -0.73 -4.05
C: 1.26 -2.15 -4.19
C: 0.84 0.01 -5.39
C: -0.80 -0.81 -3.76
C: 5.16 1.26 -3.01
C: 5.84 -0.10 -3.20
C: 5.17 2.03 -4.33
C: 5.98 2.05 -1.98
C: 1.26 -0.61 2.17
O: 0.06 -0.71 1.62
C: 1.76 -1.59 3.06
C: 3.09 -1.46 3.47
C: 0.98 -2.81 3.56
C: 1.50 -4.05 2.83
C: -0.54 -2.73 3.34
C: 1.20 -2.97 5.07
H: 7.14 0.85 3.55
H: 6.16 0.99 2.09
H: 5.62 1.75 3.60
H: 6.53 -0.55 5.41
H: 4.96 0.26 5.58
H: 5.03 -1.49 5.44
H: 7.17 -1.61 3.18
H: 5.66 -2.55 3.18
H: 6.05 -1.51 1.81
H: 3.96 1.47 2.04
H: 3.84 2.11 -0.67
H: 3.18 -0.02 -4.29
H: 2.31 -2.14 -4.48
H: 1.17 -2.69 -3.25
H: 0.70 -2.71 -4.96
H: 1.86 -0.02 -5.78
H: 0.19 -0.46 -6.13
H: 0.55 1.05 -5.28
H: -1.02 -1.42 -2.90
H: -1.22 0.18 -3.58
H: -1.30 -1.25 -4.63
H: 5.34 -0.70 -3.97
H: 6.89 0.03 -3.51
H: 5.83 -0.67 -2.27
H: 4.62 1.51 -5.11
H: 4.72 3.02 -4.19
H: 6.20 2.17 -4.68
H: 6.03 1.53 -1.03
H: 7.00 2.18 -2.36
H: 5.55 3.04 -1.81
H: 3.49 -2.24 4.10
H: 1.36 -3.95 1.75
H: 2.57 -4.20 3.01
H: 0.97 -4.95 3.16
H: -0.81 -2.85 2.29
H: -1.02 -3.52 3.91
H: -0.94 -1.77 3.67
H: 2.22 -3.24 5.32
H: 0.95 -2.04 5.59
H: 0.55 -3.76 5.45
S: -0.26 1.61 3.89
C: -0.92 3.14 3.85
N: -1.73 3.47 2.79
C: -2.34 4.66 2.62
C: -2.17 5.65 3.53
C: -1.33 5.40 4.64
C: -0.74 4.19 4.81
H: -1.82 2.74 2.07
H: -2.96 4.75 1.74
H: -2.66 6.61 3.40
H: -1.16 6.19 5.37
H: -0.10 3.97 5.65
C: -2.03 1.73 0.45
C: -3.16 2.05 0.07
C: -4.45 2.39 -0.35
C: -5.49 2.60 0.63
C: -5.17 2.81 1.99
C: -6.13 2.99 2.97
C: -7.48 2.97 2.64
C: -7.83 2.72 1.32
C: -6.87 2.53 0.34
C: -4.66 2.44 -1.80
C: -5.64 3.25 -2.42
C: -5.78 3.30 -3.79
C: -4.95 2.56 -4.63
C: -3.97 1.76 -4.04
C: -3.83 1.71 -2.67
H: -4.12 2.79 2.27
H: -5.82 3.14 4.00
H: -8.24 3.14 3.40
H: -8.88 2.65 1.05
H: -7.19 2.30 -0.67
H: -6.27 3.88 -1.80
H: -6.53 3.96 -4.23
H: -5.06 2.60 -5.70
H: -3.30 1.19 -4.67
H: -3.05 1.09 -2.23
N: -4.51 -2.05 -1.04
C: -3.27 -2.07 -0.50
S: -2.90 -1.08 0.79
N: -2.38 -2.95 -1.05
C: -2.68 -4.21 -1.61
C: -1.75 -4.79 -2.47
C: -1.99 -6.02 -3.04
C: -3.17 -6.70 -2.76
C: -4.09 -6.13 -1.90
C: -3.85 -4.90 -1.32
H: -5.04 -1.22 -0.81
H: -4.61 -2.38 -1.99
H: -1.43 -2.80 -0.73
H: -0.83 -4.26 -2.69
H: -1.26 -6.46 -3.71
H: -3.36 -7.67 -3.20
H: -5.01 -6.65 -1.66
H: -4.56 -4.47 -0.62

Output
Multiplicity: 1
Net charge: -1
Energy relative to the best compared isomer or geometry (same formula, charge and spin), kJ/mol: 153.0

Here are the Mulliken charges for atoms 1 to 8, given in e: -0.7077 -1.8921 2.2029 -1.7316 -1.5955 -0.5654 -0.4695 1.0140

# C55H65BrIN4O8S3

A cluster of 5 separate species, C55H65BrIN4O8S3 in total (ωB97M-V/def2-TZVPD, the OMol25 dataset).

Atoms and positions in Å:
C: -9.35 2.12 4.06
C: -8.17 2.13 2.92
C: -6.80 2.61 3.69
N: -5.67 1.93 3.00
C: -5.33 2.53 1.69
Br: -6.25 4.16 0.96
C: -4.22 2.02 0.75
O: -3.91 2.62 -0.50
C: -3.43 0.75 1.19
C: -2.33 0.22 0.23
C: -1.54 -1.04 0.66
S: -0.21 -1.64 -0.45
C: 1.31 -2.12 0.52
C: 1.68 -3.64 0.07
O: 1.59 -4.62 0.86
O: 2.06 -3.80 -1.31
C: 3.27 -4.60 -1.43
C: 4.21 -3.89 -2.55
C: 4.71 -2.41 -2.09
O: 5.39 -4.69 -2.88
C: 5.10 -5.46 -4.06
O: 4.55 -6.59 -3.89
C: 5.38 -4.98 -5.56
S: 5.45 -3.13 -5.75
C: -1.94 -1.71 2.02
O: -1.16 -2.90 2.35
N: -1.51 -3.95 1.52
O: -2.69 -4.06 1.49
C: -3.07 -1.17 2.98
C: -3.28 -2.08 4.26
C: -2.27 -1.60 5.45
C: -1.89 -0.04 5.39
C: -0.54 0.29 4.59
C: -0.19 1.86 4.91
C: -0.61 2.85 3.69
C: 0.14 2.54 2.31
S: 1.90 3.22 2.28
C: 2.89 1.65 2.55
N: 2.79 0.39 1.86
N: 3.72 -0.42 2.47
C: 4.37 0.33 3.49
O: 3.88 1.68 3.58
C: -3.83 0.12 2.58
C: -4.94 0.75 3.50
C: -5.37 0.25 4.94
C: -6.77 -0.53 5.05
C: -7.33 -1.22 3.73
I: -6.91 -3.39 3.61
H: -9.04 1.59 5.02
H: -10.36 1.78 3.64
H: -9.49 3.24 4.33
H: -8.52 2.88 2.14
H: -8.06 1.11 2.42
H: -6.71 3.76 3.70
H: -6.99 2.33 4.77
H: -3.87 1.90 -1.19
H: -2.13 0.75 -0.76
H: 2.22 -1.46 0.23
H: 1.19 -2.03 1.65
H: 3.06 -5.66 -1.82
H: 3.86 -4.70 -0.45
H: 3.60 -3.79 -3.53
H: 3.84 -1.88 -1.57
H: 5.66 -2.48 -1.45
H: 4.95 -1.79 -3.04
H: 4.48 -5.33 -6.20
H: 6.35 -5.48 -5.92
H: 5.74 -2.78 -7.08
H: -4.36 -2.17 4.63
H: -2.97 -3.17 4.04
H: -2.62 -1.96 6.49
H: -1.28 -2.18 5.25
H: -1.71 0.29 6.49
H: -2.71 0.65 4.99
H: -0.77 0.21 3.47
H: 0.36 -0.35 4.91
H: 0.89 1.98 5.25
H: -0.85 2.18 5.80
H: -1.76 2.90 3.55
H: -0.31 3.91 4.03
H: -0.44 3.07 1.47
H: 0.22 1.44 2.04
H: 5.21 0.03 4.21
H: -5.49 1.21 5.58
H: -4.60 -0.32 5.54
H: -7.60 0.15 5.49
H: -6.62 -1.36 5.84
H: -7.07 -0.73 2.73
H: -8.49 -1.18 3.80
C: -1.80 0.54 -3.63
C: -0.77 0.93 -4.47
C: -1.05 1.62 -5.65
C: -2.37 1.93 -5.97
C: -3.41 1.55 -5.12
C: -3.12 0.85 -3.95
H: -1.57 0.00 -2.72
H: 0.26 0.70 -4.22
H: -0.25 1.92 -6.31
H: -2.60 2.47 -6.88
H: -4.43 1.79 -5.36
H: -3.92 0.54 -3.28
C: 2.18 4.85 -1.48
C: 1.34 3.82 -1.88
C: 0.65 3.91 -3.09
C: 0.83 5.02 -3.91
C: 1.68 6.05 -3.52
C: 2.35 5.97 -2.30
H: 2.71 4.79 -0.54
H: 1.21 2.95 -1.24
H: -0.01 3.11 -3.39
H: 0.30 5.08 -4.85
H: 1.82 6.91 -4.16
H: 3.01 6.77 -1.99
C: 10.67 -1.13 3.74
C: 10.05 -2.11 2.97
C: 8.76 -1.90 2.48
C: 8.10 -0.71 2.76
C: 8.72 0.27 3.53
C: 10.00 0.06 4.02
H: 11.67 -1.29 4.12
H: 10.57 -3.03 2.75
H: 8.28 -2.67 1.89
H: 7.10 -0.55 2.38
H: 8.20 1.20 3.74
H: 10.48 0.82 4.63
C: 1.58 -0.27 -8.01
C: 0.65 0.31 -8.86
C: 0.29 -0.33 -10.04
C: 0.86 -1.56 -10.37
C: 1.79 -2.14 -9.52
C: 2.16 -1.49 -8.34
H: 1.87 0.23 -7.09
H: 0.20 1.26 -8.60
H: -0.44 0.13 -10.71
H: 0.58 -2.06 -11.29
H: 2.23 -3.10 -9.77
H: 2.89 -1.94 -7.67

Output
Multiplicity: 1
Net charge: +1

Here are the Mulliken charges for atoms 1 to 8, given in e: -1.1791 -0.0647 -1.3237 0.6766 -0.5817 -0.0231 0.4949 -0.5560

Number 1: HOMO energy -2.83 eV. Number 2: HOMO energy -10.61 eV.